Record 1
The following is a quantum chemistry calculation of a molecular structure, C12H17CaN2O4 at a distorted geometry, from the OMol25 dataset.

```
36
Properties=species:S:1:pos:R:3:forces:R:3
Ca 2.5744 -3.3442 0.3704 -1.912 2.323 0.586
O 1.1726 -1.6923 0.7815 2.138 -1.661 -0.116
H 1.0941 -0.8088 1.1912 1.391 -1.161 -0.445
C -0.0295 -1.3176 -2.3369 0.141 0.470 -0.803
C -0.6248 -0.2736 -3.3483 0.984 -0.673 2.915
C 0.3042 0.4556 -4.2649 0.941 0.125 -0.805
O -0.3066 0.2981 -5.5577 -0.269 -0.579 0.217
C -1.3746 -0.5531 -5.4093 -3.708 2.585 -3.789
O -2.3208 -0.6260 -6.2085 3.556 -0.507 1.813
O -1.4377 -1.0014 -4.1943 -1.052 -1.609 1.018
H -0.7910 -1.9239 -1.8463 -0.361 0.399 -0.090
H 0.5950 -0.8976 -1.5484 -0.031 0.215 -0.206
H 0.5453 -2.0189 -2.9416 0.319 -0.094 -0.080
H -1.1544 0.4889 -2.7771 -0.688 -0.329 -0.035
H 1.3091 0.0353 -4.3040 0.098 -0.030 -0.010
H 0.3621 1.5128 -4.0061 0.051 -0.034 -0.242
N 1.3228 0.4858 3.2385 0.028 1.677 0.990
C 2.1918 -0.4057 3.8814 -1.235 0.510 -0.531
C 2.5803 0.1511 5.0938 -0.165 -1.497 -1.713
C 2.0206 1.4224 5.1167 -1.043 1.631 0.362
C 1.2067 1.6516 4.0080 1.634 -1.781 1.215
H 0.8956 0.5094 2.3236 0.147 -0.410 0.352
H 2.2216 -1.4013 3.4640 0.356 -0.026 0.218
H 3.1001 -0.4324 5.8394 0.185 0.484 0.062
H 2.1318 2.1336 5.9218 -0.052 -0.033 0.005
H 0.5396 2.4930 3.8921 0.095 -0.255 -0.701
N -0.9303 -0.0055 0.9032 -2.552 -2.063 2.971
C -2.3066 -0.2151 1.1232 0.386 0.041 -0.578
C -2.9852 0.6934 0.3412 0.073 -1.314 0.817
C -1.9994 1.3804 -0.3277 -0.222 2.725 -1.686
C -0.7535 1.0624 0.1311 0.426 -0.590 -2.321
H -0.2662 -0.7313 1.1321 -0.961 0.210 -0.184
H -2.7717 -1.0284 1.6604 0.671 -0.006 0.360
H -4.0528 0.7828 0.2052 0.142 -0.039 0.100
H -2.2556 2.0198 -1.1594 0.384 0.530 0.206
H 0.1927 1.1007 -0.3882 0.105 0.771 0.127
```
Forces are in eV/Å.

Calculated values
- charge = +1
- LUMO energy (Eh) = -0.2464
- HOMO level (eV) = -10.67
- orbital gap (eV) = 3.968

Record 2
The following is a quantum chemistry calculation of a molecular structure, C12H17Cl2F3O4Tc at a distorted geometry, from the OMol25 dataset.

```
39
Properties=species:S:1:pos:R:3:forces:R:3
C 0.1819 -1.5278 -0.8830 -0.284 1.084 -1.816
C 1.0137 -0.3723 -1.2417 -1.426 -0.047 -0.134
C 0.1799 0.7617 -1.4010 -0.150 -1.506 0.531
C 2.4292 -0.4004 -1.6103 1.152 0.188 0.427
C -1.1638 0.3547 -1.2587 0.347 -0.980 0.046
C -1.1896 -1.0415 -0.9204 0.818 0.924 -0.669
C -2.3949 -1.8938 -1.0423 -0.002 -0.059 0.391
C 0.5332 -2.9484 -1.1603 0.170 -0.099 0.151
C 0.6398 2.1332 -1.6830 0.336 0.289 -0.022
C -2.3432 1.2257 -1.4451 -0.382 0.285 -0.032
Tc -0.0778 -0.8369 1.1027 -0.177 1.311 1.562
Cl 3.4789 0.9813 1.1793 0.902 0.657 0.110
Cl 1.9462 -1.7107 1.5510 0.947 -1.409 -0.029
O -1.6759 0.1705 1.5183 -2.865 1.189 -0.048
H 2.8281 -1.4067 -1.4542 0.165 0.155 0.009
H 3.0193 0.3106 -0.9675 -0.342 -0.621 -0.568
H 2.5423 -0.1504 -2.6776 0.048 0.037 0.097
H 1.5702 2.3178 -1.1493 0.041 0.108 0.152
H -0.1042 2.8609 -1.3587 0.092 0.089 -0.022
H 0.8423 2.2752 -2.7500 -0.081 0.034 -0.115
H -2.1936 2.2175 -0.9865 -0.160 -0.332 -0.034
H -3.2473 0.7594 -1.0367 0.166 0.225 0.086
H -2.5311 1.3879 -2.5200 -0.012 0.082 0.101
H -3.2461 -1.3709 -0.5893 -0.041 -0.373 -0.028
H -2.2025 -2.8441 -0.5420 -0.360 0.022 0.096
H -2.6060 -2.0965 -2.1004 -0.104 0.021 0.048
H 1.5380 -3.1456 -0.7903 -0.036 -0.227 0.060
H 0.5040 -3.1783 -2.2340 -0.060 0.063 0.012
H -0.1812 -3.5888 -0.6402 0.206 -0.198 0.005
H -1.8585 0.8638 2.1858 1.007 -0.916 -0.589
O -1.0136 -2.3510 1.8504 -0.524 -0.119 0.368
H -1.8617 -2.0122 2.2071 0.694 -0.006 -0.430
F 1.6747 3.6005 3.5008 -0.309 -0.603 0.390
C 1.1370 2.3906 3.7488 -0.322 -0.774 -0.748
F 1.9890 1.6590 4.4948 -0.416 0.949 0.020
F -0.0153 2.5942 4.5067 0.982 0.129 -0.291
C 0.7334 1.5663 2.4604 0.056 0.334 -1.114
O 0.6617 2.0751 1.3322 -0.316 -0.164 1.986
O 0.4634 0.3700 2.8043 0.240 0.260 0.040
```
Forces are in eV/Å.

Calculated values
- spin multiplicity = 4
- charge = -2
- LUMO energy (alpha / beta) (Eh) = 0.1969 / 0.1968
- HOMO level (alpha / beta) (eV) = -0.30 / -0.85
- <S²> = 3.812
- orbital gap (alpha / beta) (eV) = 5.658 / 6.202

Record 3
The following is a quantum chemistry calculation of 2 unconnected molecules or ions with the total composition C12H17N at a distorted geometry, from the OMol25 dataset.

```
30
Properties=species:S:1:pos:R:3:forces:R:3
C -2.3873 -2.9633 -0.8982 3.090 -0.718 -0.832
C -1.6616 -2.0516 -0.0244 1.770 2.254 2.060
C -0.9519 -2.3251 1.0984 1.006 -2.267 1.226
N -0.4331 -1.2450 1.8065 -0.461 0.972 -0.866
C -0.7873 -0.0874 1.0745 0.770 -2.567 -1.479
C -0.4932 1.2667 1.2278 -2.931 -2.913 -3.572
C -1.0134 2.1272 0.3075 -0.172 4.798 -1.294
C -1.7583 1.7344 -0.8281 -0.166 -1.584 -0.031
C -2.0157 0.3394 -0.8800 0.333 2.055 -0.847
C -1.4524 -0.6325 -0.0956 -0.897 2.306 1.649
H -3.2103 -3.3429 -0.4127 -2.494 -0.453 0.531
H -1.7037 -3.8447 -0.9397 -0.549 0.318 -0.675
H -2.5000 -2.5143 -1.8805 -0.499 -0.346 -0.054
H -0.6732 -3.3285 1.4689 -0.412 0.614 -0.112
H 0.3051 -1.3140 2.5046 -0.551 -0.001 -0.422
H -0.0470 1.4996 2.0546 2.689 2.040 4.576
H -0.8834 3.3235 0.4603 -0.028 -3.055 -0.275
H -2.1627 2.3507 -1.7211 0.761 -0.668 2.217
H -2.7351 0.0584 -1.5656 -1.197 -0.780 -1.824
C 4.3714 2.2364 -0.9438 -0.058 -1.223 2.926
C 3.0460 1.5263 -0.5971 -1.011 -1.447 2.822
C 3.1170 -0.0615 -0.6163 1.024 0.951 -0.859
H 4.4012 2.8306 -1.8012 -0.672 1.653 -1.034
H 5.0031 1.4007 -1.3200 0.576 0.660 1.229
H 4.6400 2.8249 0.0670 0.367 -1.386 -2.756
H 2.7675 1.6956 0.5537 0.409 0.307 -2.605
H 2.1838 1.7856 -1.1795 -0.322 0.620 -0.316
H 3.2810 -0.4268 0.3802 0.092 -0.312 0.445
H 2.2816 -0.6080 -1.0526 -0.270 0.411 0.056
H 4.0029 -0.3289 -1.2102 -0.194 -0.239 0.117
```
Forces are in eV/Å.

Calculated values
- charge = 0
- LUMO energy (Eh) = 0.0317
- HOMO level (eV) = -7.80
- orbital gap (eV) = 8.668
- SMILES = Cc1c[nH]c2ccccc12.CCC